{"formula": "C5H11NO", "method": "wB97M-V/def2-TZVPD", "energy_ha": -326.93998, "homo_lumo_gap_ha": 0.32025, "homo_energy_ev": -7.66, "fmax_ha_per_bohr": 0.0085, "multiplicity": 1, "mol_weight_g_mol": 101.15, "de_lowest_ev": 5.2074, "species": ["C", "C", "C", "N", "C", "C", "O", "H", "H", "H", "H", "H", "H", "H", "H", "H", "H", "H"], "positions_angstrom": [[-0.575986, -2.339832, -0.016850], [-0.824766, -0.954348, 0.522964], [-0.209767, -0.467946, 1.782912], [0.318543, -0.051929, 0.501105], [0.098464, 1.324051, 0.111708], [0.085125, 1.565356, -1.285002], [1.825595, 2.053946, -1.381785], [-0.566578, -2.329670, -1.113606], [-1.343772, -3.048576, 0.311778], [0.400554, -2.701050, 0.321488], [-1.787887, -0.506695, 0.265042], [0.419851, -1.125103, 2.381573], [-0.771399, 0.269636, 2.359286], [-0.555052, 1.935087, 0.741211], [1.426355, 1.905985, -0.264077], [0.095770, 0.745680, -2.003512], [-0.353505, 2.487454, -1.653410], [2.318454, 1.237957, -1.580824]], "atomic_forces_ev_per_a": [[0.0, 0.0, 0.0], [-0.2, -0.1, -0.1], [0.0, 0.0, 0.3], [0.1, 0.1, -0.1], [-0.4, 0.0, -0.1], [-0.2, 0.0, 0.2], [0.3, -0.2, 0.1], [0.0, 0.0, 0.2], [0.1, 0.1, 0.0], [-0.1, 0.1, 0.0], [0.2, 0.0, 0.0], [-0.1, 0.1, -0.1], [0.1, -0.1, -0.1], [0.1, -0.1, -0.1], [0.2, 0.1, -0.3], [0.1, 0.1, 0.1], [0.1, -0.1, 0.1], [0.0, 0.2, 0.0]]}